Entry 1:
The following is a quantum chemistry calculation of 15 unconnected molecules or ions with the total composition H30O15 in a non-equilibrium geometry, from the Open Molecules 2025 dataset.

Each line ends with the Mulliken charge.
Element x y z (Å)
H -0.18782 -1.00793 0.20440  0.253
H -0.04986 0.48560 0.59064  0.305
H -1.46002 -2.74403 -3.45271  0.300
H -1.31443 -4.33075 -3.48872  0.296
H -3.71659 -3.64885 -2.10127  0.273
H -3.93721 -2.11705 -2.12165  0.209
H -4.23604 0.84108 1.12957  0.310
H -3.80937 1.71765 2.28418  0.300
H -2.20066 1.65705 -2.88885  0.313
H -3.60245 1.33461 -2.60306  0.311
H -2.82352 -4.59279 -0.08879  0.261
H -3.00249 -3.46649 0.97002  0.285
H 0.97931 0.32878 2.32890  0.299
H 0.89551 -0.94564 1.79635  0.281
H 0.88832 3.79417 0.83176  0.272
H 2.25046 3.62192 0.52277  0.334
H 2.81171 0.56657 -1.47475  0.297
H 4.26395 0.58511 -1.95125  0.305
H -1.06221 -3.70659 1.92476  0.316
H -1.58521 -5.01282 2.49831  0.319
H 1.17735 1.98412 4.16390  0.282
H 0.91525 2.98910 5.32811  0.293
H -1.25775 3.10135 -3.18050  0.321
H 0.11574 2.64634 -2.63151  0.308
H 3.83661 2.70856 0.54866  0.346
H 4.30958 4.07987 0.96773  0.320
H 2.40309 -3.05096 -3.13212  0.279
H 2.69978 -1.65149 -2.95449  0.300
H 2.56884 1.21455 3.37102  0.212
H 3.72522 2.08276 2.77730  0.365
O -0.49763 -0.16801 0.05570  -0.498
O -1.34143 -3.48053 -3.97661  -0.601
O -3.83169 -2.91110 -1.59206  -0.475
O -3.41407 1.08268 1.65868  -0.597
O -2.91989 2.06773 -2.39738  -0.639
O -3.03166 -3.62964 0.02325  -0.547
O 1.46357 -0.16744 1.74494  -0.648
O 1.59108 4.32262 0.56733  -0.602
O 3.39657 0.09029 -2.04536  -0.598
O -1.30989 -4.14739 2.84142  -0.637
O 1.45546 2.32664 5.04359  -0.589
O -0.39459 3.01023 -3.38065  -0.622
O 3.87401 3.25639 1.32774  -0.693
O 2.09858 -2.34580 -2.64937  -0.567
O 3.26650 1.22952 2.61008  -0.552

## Properties
LUMO   -0.28 eV
Energy relative to the best compared isomer or geometry (same formula, charge and spin)   171.06 kcal/mol
Total charge   0

=====

Entry 2:
The following is a quantum chemistry calculation of a single C10H14N4O molecule in a non-equilibrium geometry, from the Open Molecules 2025 dataset.

Each line ends with the Mulliken charge.
Element x y z (Å)
C 0.52313 2.65213 -0.88791  -0.930
C 1.00722 0.39024 -0.52617  1.086
C 2.37635 0.55042 -0.55797  -0.403
C 3.19287 -0.53576 -0.07904  -0.526
C 2.65877 -1.69653 0.39396  -0.707
C 1.27403 -1.79848 0.50996  0.030
C 0.52477 -0.76924 0.04835  -0.574
C -1.66859 -1.76616 -0.63133  -0.631
C -2.83992 -0.88992 -1.03729  -0.459
C -1.64192 0.19234 0.65977  0.313
H 1.17580 3.09336 -1.67906  0.293
H -0.42367 3.17314 -0.93096  0.302
H 1.01766 2.82746 0.14733  0.385
H 2.93843 1.48897 -0.80218  0.328
H 4.30218 -0.42954 0.02146  0.304
H 3.32016 -2.52402 0.72894  0.332
H 0.72348 -2.61373 0.94193  0.423
H -1.02918 -1.99148 -1.48365  0.300
H -1.96236 -2.67648 -0.04467  0.360
H -3.74723 -1.54523 -1.04219  0.316
H -2.72569 -0.31540 -2.03496  0.250
H -3.62446 0.71134 0.05717  0.289
H 0.14359 0.21325 2.26982  0.132
H -0.31629 1.65090 2.97240  0.262
N -0.85315 -0.91435 0.30482  0.158
N -2.93444 -0.06775 0.12752  -0.329
N -1.41150 1.16282 1.43463  -0.629
N -0.16136 1.13106 2.11104  -0.305
O 0.16134 1.29664 -0.99173  -0.368

## Properties
LUMO   0.96 eV
Energy relative to the best compared isomer or geometry (same formula, charge and spin)   20.16 kcal/mol
Total charge   0

=====

Entry 3:
The following is a quantum chemistry calculation of a molecular structure, C6H9BeN2O16 in a non-equilibrium geometry, from the Open Molecules 2025 dataset.

Each line ends with the Mulliken charge.
Element x y z (Å)
Be 0.12458 -0.71538 0.17534  1.628
O -3.59203 0.08778 2.29880  -0.459
C -3.39718 -0.70993 1.19287  0.500
O -2.24267 -0.74312 0.68985  -0.587
O -4.37497 -1.29780 0.67728  -0.764
H -4.54692 -0.11406 2.35171  0.273
O -0.06843 -4.98509 -0.13121  -0.531
C 0.09657 -3.64356 -0.15107  0.779
O 0.57966 -3.10786 0.88030  -0.766
O -0.19937 -2.93726 -1.13236  -0.583
H 0.38984 -5.30271 0.65151  0.287
O 2.10807 -2.56107 -3.06900  -0.389
C 2.69808 -1.67719 -2.22818  0.544
O 3.97118 -1.64896 -2.21648  -0.842
O 1.98001 -0.91472 -1.54414  -0.537
H 2.89634 -3.06212 -3.32924  0.241
O -0.83026 0.52314 -1.75139  -0.158
C -0.95545 0.59619 -3.13054  0.628
O -1.36617 1.73651 -3.54125  -0.872
O -0.63334 -0.38677 -3.79604  -0.682
H -1.24525 1.37979 -1.56058  0.094
O 2.24407 0.95693 3.35597  -0.515
C 1.70509 0.19177 2.35278  0.761
O 2.12589 0.28620 1.18166  -0.603
O 0.65573 -0.46356 2.60831  -0.707
H 1.75220 0.66788 4.13357  0.289
C -0.05037 2.93847 0.53528  0.520
O -0.22067 1.74204 0.50002  -0.427
N -1.10624 3.84302 0.46873  -0.447
N 1.12413 3.54786 0.75928  -0.420
H -0.80865 4.79810 0.48371  0.115
H -2.06197 3.54521 0.44535  0.242
H 1.95187 2.96662 0.71810  0.253
H 1.29661 4.46363 1.12107  0.135

## Properties
LUMO   6.51 eV
Energy relative to the best compared isomer or geometry (same formula, charge and spin)   33.60 kcal/mol
Total charge   -3

=====

Entry 4:
The following is a quantum chemistry calculation of a single C10H10N4O3S2 molecule in a non-equilibrium geometry, from the Open Molecules 2025 dataset.

Each line ends with the Mulliken charge.
Element x y z (Å)
O 2.39779 1.89470 -2.00014  -0.613
C 2.11615 1.43654 -0.92284  0.488
N 0.84354 1.59746 -0.42037  -0.111
C 0.34616 1.25921 0.84222  0.631
O 1.03875 0.84603 1.74070  -0.644
N -0.98123 1.50315 0.96044  -0.242
H -1.52955 1.74756 0.15098  0.259
C -1.71299 1.12913 2.15947  -0.823
C -2.73673 0.08196 1.87311  0.435
C -4.09467 0.15496 1.75275  -0.564
C -4.53500 -1.15386 1.43913  -0.322
C -3.41194 -1.91924 1.38564  -0.411
O -2.32266 -1.18229 1.64506  -0.286
H -3.26299 -2.96053 1.18061  0.450
H -5.54374 -1.47289 1.27757  0.410
H -4.70416 1.02605 1.88099  0.435
H -0.96556 0.75341 2.86371  0.343
H -2.20489 2.01181 2.57850  0.319
H 0.21648 2.05080 -1.07484  0.231
C 3.07986 0.66843 -0.04971  -0.665
H 3.48614 1.31291 0.72974  0.454
H 2.59930 -0.19123 0.41318  0.385
S 4.48035 0.10112 -1.05524  -0.157
C 3.58704 -0.87889 -2.15339  0.445
N 2.31970 -1.12056 -2.05634  0.208
N 1.85870 -1.89514 -3.02433  -0.873
C 2.74694 -2.26190 -3.86847  -0.083
S 4.34463 -1.64823 -3.53721  -0.118
H 2.54459 -2.89049 -4.71091  0.422

## Properties
LUMO   0.64 eV
Energy relative to the best compared isomer or geometry (same formula, charge and spin)   4.32 kcal/mol
Total charge   0

=====

Entry 5:
The following is a quantum chemistry calculation of 2 unconnected molecules or ions with the total composition CH2F2O3S in a non-equilibrium geometry, from the Open Molecules 2025 dataset.

Each line ends with the Mulliken charge.
Element x y z (Å)
C 0.50867 -0.45629 0.77766  0.081
O 3.73292 1.63226 0.95903  -0.401
O 3.52965 -0.68882 0.64374  -0.068
O 0.84118 -0.95256 -0.26009  -0.372
F 2.63669 0.83961 -1.10361  -0.200
F 3.87568 -1.91432 0.07961  -0.112
S 3.95303 0.74158 -0.13451  0.757
H 1.21444 0.28547 1.07221  0.041
H -0.36385 -0.51017 1.40613  0.274

## Properties
LUMO   0.10 eV
Energy relative to the best compared isomer or geometry (same formula, charge and spin)   8.62 kcal/mol
Total charge   0

=====

Entry 6:
The following is a quantum chemistry calculation of a single C28H34F2N4O2 molecule, from the Open Molecules 2025 dataset.

Each line ends with the Mulliken charge.
Element x y z (Å)
O 0.13032 1.10109 0.40661  -0.837
C 0.21316 0.62307 1.53080  0.345
N 0.61926 1.34911 2.59515  -0.108
H 0.70334 0.90321 3.49463  0.255
C 1.20096 2.66009 2.45173  -0.503
C 2.62850 2.73122 3.00393  -0.941
H 3.06914 3.67349 2.67710  0.384
H 2.60693 2.74133 4.09611  0.414
C 3.49477 1.54555 2.55075  -0.975
N 3.22458 1.17140 1.17951  1.116
C 3.63016 -0.18035 0.85495  -1.668
H 3.21819 -0.86670 1.60010  0.529
C 3.07944 -0.54789 -0.52199  0.234
N 3.61548 0.37257 -1.50032  0.092
C 3.22329 1.72699 -1.17519  -0.243
H 2.12829 1.84703 -1.13608  -0.007
C 3.78082 2.08411 0.20068  -1.314
H 3.49569 3.10592 0.45464  0.484
H 4.88387 2.02126 0.17618  0.299
H 3.63203 2.40419 -1.92848  0.528
C 3.47877 0.00100 -2.88993  -1.192
H 4.19134 0.62276 -3.44473  0.455
C 2.10817 0.15245 -3.58039  -0.832
H 2.28238 0.01035 -4.64811  0.353
H 1.74183 1.17148 -3.44684  0.457
C 1.02480 -0.83252 -3.11724  -0.713
N 0.00709 -0.19066 -2.32081  0.263
C -1.31355 -0.36789 -2.56013  0.210
O -1.73910 -1.12654 -3.41736  -0.755
C -2.18185 0.43119 -1.66738  -0.132
C -3.51251 0.32880 -1.72859  -0.558
C -4.46871 1.05334 -0.91113  0.701
C -4.08590 1.78462 0.21692  -0.401
C -5.01901 2.47160 0.96681  -0.608
C -6.34871 2.42796 0.58514  0.354
C -6.76602 1.70924 -0.52048  -0.619
C -5.82195 1.02267 -1.25818  -0.420
H -6.13193 0.45819 -2.12507  0.396
H -7.81100 1.69415 -0.78742  0.434
F -7.26305 3.10134 1.31631  -0.326
H -4.73259 3.03828 1.83905  0.450
H -3.04948 1.80850 0.51474  0.480
H -3.92722 -0.34299 -2.47098  0.394
H -1.68032 1.08976 -0.97557  0.384
H 0.28883 0.39776 -1.54550  -0.200
H 0.49646 -1.25766 -3.97535  0.634
H 1.47907 -1.66121 -2.56046  0.326
H 3.80781 -1.03822 -2.98090  0.445
H 1.98185 -0.51267 -0.46077  -0.309
H 3.39052 -1.56343 -0.77877  0.562
H 4.72997 -0.28512 0.84779  0.341
H 3.25942 0.67811 3.17434  0.431
H 4.55917 1.79016 2.71891  0.242
H 0.57605 3.40407 2.95999  0.448
H 1.19915 2.86792 1.38053  0.180
C -0.14969 -0.77298 1.83853  -0.650
C -0.62738 -1.57604 0.88027  0.017
C -1.00058 -2.97222 0.97716  0.403
C -1.52730 -3.59648 -0.15913  -0.157
C -1.89505 -4.92666 -0.13403  -0.749
C -1.73141 -5.63965 1.04088  0.341
C -1.21235 -5.05508 2.18383  -0.659
C -0.85005 -3.72412 2.14559  -0.575
H -0.44275 -3.26619 3.03330  0.304
H -1.09864 -5.64396 3.08048  0.443
F -2.08398 -6.93977 1.07664  -0.331
H -2.30172 -5.41342 -1.00604  0.477
H -1.64973 -3.02863 -1.06975  0.471
H -0.76212 -1.14095 -0.10098  0.366
H 0.00476 -1.10736 2.85398  0.339

## Properties
LUMO   -0.03 eV
Energy relative to the best compared isomer or geometry (same formula, charge and spin)   0.36 kcal/mol
Total charge   0

=====

Looking at gap between HOMO and LUMO for the records above, in order, we have 9.97; 8.48; 5.58; 9.37; 10.12; 8.29 eV.
Looking at energy for the records above, in order, we have -31194.248; -18602.841; -42509.998; -44305.229; -23476.472; -45078.811 eV.
Looking at molar mass for the records above, in order, we have 270.225; 206.249; 374.148; 298.349; 132.087; 496.602 Da.